<1>
# C9H36N18O9

A 9-piece molecular cluster, C9H36N18O9 overall (wB97M-V/def2-TZVPD, the Open Molecules 2025 dataset).

Its LUMO energy is 0.21 eV. The SMILES is NC(N)=O.NC(N)=O.NC(N)=O.NC(N)=O.NC(N)=O.NC(N)=O.NC(N)=O.NC(N)=O.NC(N)=O. Its multiplicity is 1.

The geometry in XYZ format:
```
72
Properties=species:S:1:pos:R:3:lowdin_charge:R:1
H -3.65819 2.91470 -1.88631 0.10
O -5.17113 4.24788 0.48834 -0.01
H -2.52003 2.64502 0.01537 0.05
O 0.09289 -2.66798 -2.88036 0.03
H -3.70920 -3.08935 0.21093 0.10
N 5.48478 0.88451 -1.33935 0.17
N 4.01344 3.99669 -2.40735 0.16
H -7.46257 0.37516 2.03006 0.09
N -5.13081 0.33222 2.00607 0.18
H -2.82079 -1.95018 1.21480 0.07
H 2.71766 2.48512 2.37118 0.12
C -0.52689 0.35062 0.71780 -0.70
H -5.52238 0.64291 2.88087 0.11
N -4.45212 3.30505 -1.40469 0.15
H 2.02145 -0.82497 2.50177 0.12
N 2.74272 3.54615 -4.12438 0.16
H 0.97332 0.65920 -0.63220 0.10
H -1.53462 -0.14325 2.19413 0.12
C 5.46166 0.51515 -0.06601 -0.72
O 6.52681 0.13086 0.44202 -0.01
N 1.29808 3.30273 -0.26510 0.20
H 6.33638 1.01159 -1.85670 0.11
H 3.05188 4.42304 -4.50240 0.11
H 1.53573 3.52734 -1.21634 0.10
N 0.07200 -4.09317 -1.13971 0.15
H 1.05765 2.36923 1.82572 0.09
C 2.34118 -2.55997 1.50678 -0.70
H -4.15613 0.52926 1.86144 0.10
N -2.43972 -4.96639 1.30590 0.15
N 2.01731 2.63319 1.66386 0.17
N 0.58805 0.03348 0.05916 0.20
H 3.16294 -4.17103 0.64909 0.12
H -7.89512 -0.98575 1.07302 0.11
O -0.97491 1.50393 0.71859 -0.04
O 2.91144 1.96027 -2.55731 0.00
N 3.25945 -3.50567 1.39837 0.19
H 0.37183 -5.01031 -0.85784 0.10
C -0.23981 -3.72449 -2.38159 -0.73
H 0.97785 -0.90183 0.06716 0.07
H -0.27029 -1.34264 1.78120 0.09
H -0.82625 -5.61305 -2.70020 0.09
H -2.66667 3.81827 1.20933 0.10
H -2.91438 -5.12575 0.43555 0.10
H 3.61141 1.34496 0.27185 0.06
C -5.83738 -0.46369 1.24889 -0.75
O -2.01643 -3.32528 2.82800 0.01
N -0.57687 -4.75715 -3.16642 0.14
C -4.26995 3.68297 -0.13754 -0.72
H -1.75979 -5.59376 1.70064 0.11
N 2.63565 -1.60226 2.32413 0.20
H 1.91954 3.06982 -4.46073 0.12
H 4.61257 1.08105 -1.81192 0.06
H 0.39310 -3.36475 -0.51096 0.05
H 4.06658 4.96194 -2.68000 0.11
N -2.96856 -2.88191 0.85836 0.16
N -7.17448 -0.41804 1.48039 0.16
N -3.03859 3.44272 0.35460 0.15
H -0.63119 -4.62729 -4.16153 0.11
N -0.88559 -0.57607 1.55117 0.19
C -2.45077 -3.70937 1.75681 -0.75
C 3.20501 3.07900 -2.98084 -0.73
H 3.60179 -1.53820 2.60091 0.12
O 1.32666 -2.60055 0.82050 -0.02
H 0.42823 2.87810 0.01849 0.08
H 4.00389 3.80723 -1.40012 0.06
H 4.18852 -3.36683 1.76132 0.12
N 4.26783 0.61121 0.48762 0.18
C 2.30323 3.33358 0.57295 -0.72
H -5.33912 3.29693 -1.87597 0.11
O -5.33386 -1.12836 0.39547 0.04
O 3.46603 3.67562 0.33966 0.00
H 4.12796 0.22061 1.40359 0.07
```

---

<2>
# C9H36N18O9

A 9-piece molecular cluster, C9H36N18O9 overall (wB97M-V/def2-TZVPD, the Open Molecules 2025 dataset).

Its LUMO energy is -0.45 eV. The SMILES is NC(N)=O.NC(N)=O.NC(N)=O.NC(N)=O.NC(N)=O.NC(N)=O.NC(N)=O.NC(N)=O.NC(N)=O. Its multiplicity is 1.

The geometry in XYZ format:
```
72
Properties=species:S:1:pos:R:3:lowdin_charge:R:1
H 1.04585 -0.99469 2.50060 0.05
H 0.39477 -3.05129 -1.19341 0.10
H -2.98657 -1.18150 -0.76650 0.11
H 3.98164 -2.05324 4.81221 0.12
H -2.01486 4.20584 5.07428 0.10
H 1.22805 3.83043 -2.53322 0.13
H -4.09563 -3.01752 1.66467 0.09
N 0.63073 1.23035 0.24959 0.21
O 3.14757 0.10393 3.65493 0.03
N 1.83776 -1.43752 -4.36957 0.16
N 1.13655 -0.42440 -1.07677 0.24
O -2.12263 1.49621 -1.97422 0.03
N 1.10572 2.88842 -2.87636 0.18
H 0.31551 -4.36309 -0.01284 0.10
C 2.06757 -3.94372 -0.81715 -0.77
C -0.37863 4.69711 4.08935 -0.81
H 2.66064 -0.85593 -4.30095 0.11
O 1.80504 1.10045 -3.91494 0.02
H 1.12901 -2.32041 3.69574 0.09
N 3.00226 -1.96950 4.58006 0.13
O 2.85724 -3.31558 -1.50841 0.04
H -1.34886 5.84027 5.37007 0.12
H -0.96810 2.92907 0.11455 0.06
O -0.70870 5.31419 -0.40861 0.05
C -2.74343 0.47621 -1.74111 -0.84
C -2.63820 -3.86672 0.80118 -0.69
H -0.99408 -2.74482 1.43384 0.07
H 0.82362 1.92184 -0.46085 0.10
N 1.43798 -1.43501 3.32063 0.14
N 0.97592 -3.33270 -4.86529 0.15
H 3.20319 3.13218 -1.94705 0.11
H -0.62014 2.66074 4.18101 0.12
H 1.08993 -1.41835 -1.24994 0.08
H -4.26395 0.83827 -2.91786 0.13
N 2.48331 -4.90522 0.03275 0.14
H -2.91516 6.35873 0.41347 0.13
N -2.70006 5.40045 0.64912 0.18
N -0.41819 3.47963 3.62537 0.16
O 3.05184 -2.93370 -5.34408 0.02
N 3.16839 2.24509 -2.42868 0.17
N -3.92110 -3.91135 1.22797 0.15
N -1.54076 3.59065 0.61900 0.15
H 0.44159 3.39789 3.10174 0.12
N -2.51185 -0.29002 -0.76375 0.19
C -1.60708 4.86300 0.23757 -0.79
H 0.94228 -1.15820 -3.99513 0.10
H 1.59759 0.32584 -1.57143 0.08
C 0.70848 -0.04478 0.08802 -0.80
N -3.75607 0.12527 -2.41408 0.18
H -3.43786 4.76527 0.91801 0.11
H -2.10131 -0.02115 0.11901 0.11
C 1.95384 -2.52429 -5.02596 -0.82
O 0.33569 5.62814 3.79742 0.05
N 0.81727 -3.83026 -0.70885 0.18
H 3.47139 -5.09768 0.11493 0.11
H 0.07094 -2.95316 -4.62639 0.10
H 1.83894 -5.59916 0.38395 0.10
O -2.07251 -4.44220 -0.13024 0.02
C 2.00523 2.00455 -3.11233 -0.76
C 2.59445 -0.97517 3.80819 -0.72
H 2.36868 -2.74830 4.46988 0.09
H -2.09272 3.29723 1.41231 0.09
N -1.38427 4.96647 4.86478 0.15
O 0.29800 -0.86814 0.83755 0.01
H -2.46608 -2.43804 2.25284 0.10
H 1.17722 -4.30541 -4.68253 0.12
H 3.87737 1.55134 -2.61879 0.12
H -4.55861 -4.27955 0.53652 0.11
H -4.31069 -0.65601 -2.09456 0.11
H 0.27639 1.48898 1.15935 0.11
H 0.27810 2.56364 -3.35558 0.13
N -1.95526 -3.00971 1.59531 0.15
```

---

Name the least stable of them. <2>.

---

<1>
# C2H5BrN

An isolated ion of composition C2H5BrN and charge +1 (wB97M-V/def2-TZVPD, the Open Molecules 2025 dataset).

Its LUMO energy is -3.73 eV. As for the charge: +1. The SMILES is Br[C@@H]1C[NH2+]1. Its multiplicity is 1.

The geometry in XYZ format:
```
9
Properties=species:S:1:pos:R:3:lowdin_charge:R:1
H -0.41694 1.34576 -0.95990 0.12
C -0.58042 -0.24685 0.51987 -0.67
H -0.17508 -0.41901 -1.56353 0.12
Br -1.00030 -2.03140 0.94374 0.83
H 1.40579 0.95477 0.44704 0.18
N 0.83298 0.16960 0.16849 0.09
C -0.26135 0.32322 -0.82220 -0.04
H -1.30541 0.44749 1.33445 0.20
H 1.50075 -0.54359 -0.06794 0.16
```

---

<2>
# C2H5BrN

An isolated ion of composition C2H5BrN and charge +1 (wB97M-V/def2-TZVPD, the Open Molecules 2025 dataset).

Its LUMO energy is -4.17 eV. As for the charge: +1. The SMILES is Br[C@@H]1C[NH2+]1. Its multiplicity is 1.

The geometry in XYZ format:
```
9
Properties=species:S:1:pos:R:3:lowdin_charge:R:1
H 0.44977 1.65608 0.28654 0.14
H -0.44870 0.06123 1.56867 0.25
Br -0.50022 1.17941 -2.16639 0.72
H 1.39210 -0.85742 0.77829 0.14
C 0.62398 -0.78063 -0.00962 0.01
C 0.11884 0.74530 -0.30703 -0.56
H 0.48372 -1.32798 -0.94070 0.12
N -0.59194 -0.17773 0.49231 0.00
H -1.52755 -0.49827 0.29794 0.18
```

---

Name the least stable of them. <2>.

---

<1>
# C8H8O2

A 2-piece molecular cluster, C8H8O2 overall (wB97M-V/def2-TZVPD, the Open Molecules 2025 dataset).

Its LUMO energy is 0.68 eV. Its multiplicity is 1.

The geometry in XYZ format:
```
18
Properties=species:S:1:pos:R:3:lowdin_charge:R:1
C 0.60093 0.82287 -0.67354 -0.10
O -2.93759 -0.88884 0.59888 -0.04
H -3.74056 0.95602 1.23837 0.14
H 3.72898 -0.14162 0.11167 0.08
H -1.85640 0.59066 1.65012 0.09
C -2.29119 0.00354 -0.29248 -0.36
H 0.12918 -2.20980 1.01833 0.14
H -2.73448 -0.59749 -2.07655 0.16
H -0.12115 1.60375 -1.01206 0.12
C 1.95198 0.87537 -0.51892 -0.12
C -0.00312 -0.33001 -0.14555 -0.02
H 2.62707 1.82462 -0.76757 0.14
C 2.69357 -0.14999 0.03946 -0.10
C 1.99859 -1.25041 0.44870 -0.13
C -2.71451 0.49248 1.03205 -0.05
H 2.49080 -2.01308 0.98356 0.09
O -2.77809 0.24809 -1.52769 0.05
C 0.64289 -1.38069 0.40140 -0.11
```

---

<2>
# C8H8O2

One molecule with the formula C8H8O2 (wB97M-V/def2-TZVPD, the Open Molecules 2025 dataset).

Its LUMO energy is 0.82 eV. The SMILES is C#C[C@H](O)c1occc1C. Its multiplicity is 1.

The geometry in XYZ format:
```
18
Properties=species:S:1:pos:R:3:lowdin_charge:R:1
C -0.98185 -0.44733 0.21518 -0.26
H -3.02173 -1.04970 0.16127 0.13
C 1.17234 1.25197 -0.05013 -0.30
C -0.49779 -1.72878 0.82731 -0.03
C 2.11804 0.53874 -0.86693 -0.07
H -3.07294 1.45156 -1.34312 0.14
C -0.23888 0.67203 -0.20158 -0.11
H 1.57359 0.33049 1.73218 0.10
H 0.19117 -1.39127 1.66129 0.08
C -2.29472 -0.27722 -0.09855 -0.03
H -1.14741 -2.36134 1.39057 0.07
H 3.82736 -0.56017 -1.76167 0.03
C -2.31911 0.92365 -0.73960 -0.17
C 2.87944 -0.19426 -1.42928 0.13
H 0.23938 -2.24064 0.13718 0.10
O -1.18161 1.47908 -0.81346 0.06
O 1.62700 1.23125 1.32657 -0.04
H 1.12772 2.37193 -0.14723 0.17
```

---

Name the least stable of them. <1>.

---

<1>
# CH2BrNOS

One molecule with the formula CH2BrNOS (wB97M-V/def2-TZVPD, the Open Molecules 2025 dataset).

Its LUMO energy is 0.34 eV. The SMILES is O=C(Br)NS. Its multiplicity is 1.

The geometry in XYZ format:
```
7
Properties=species:S:1:pos:R:3:lowdin_charge:R:1
S -1.24480 0.11136 -1.42165 0.75
H -0.04118 0.29472 -1.97683 -0.13
Br 1.03689 -0.15763 2.30898 0.69
C 0.70297 -0.23395 0.39211 -0.95
O 1.51753 -0.48230 -0.42116 0.02
H -1.32735 0.17540 0.92449 0.05
N -0.64405 0.29240 0.19406 -0.42
```

---

<2>
# CH2BrNOS

One molecule with the formula CH2BrNOS (wB97M-V/def2-TZVPD, the Open Molecules 2025 dataset).

Its LUMO energy is 0.41 eV. The SMILES is O=C(Br)NS. Its multiplicity is 1.

The geometry in XYZ format:
```
7
Properties=species:S:1:pos:R:3:lowdin_charge:R:1
H -1.64526 0.36026 -1.02843 -0.18
Br 2.39903 -0.77938 0.14387 0.78
H -0.24569 -1.20308 0.94250 0.07
C 0.89167 0.31734 -0.05891 -0.95
N -0.40273 -0.29844 0.44089 -0.51
O 0.93874 1.36926 -0.61487 0.00
S -1.93576 0.23406 0.17496 0.80
```

---

Name the least stable of them. <2>.